[1]
ORCA calculation (ωB97M-V with the def2-TZVPD basis set) on a 9-piece molecular cluster, C34H74O22P2S7 overall in a non-equilibrium geometry.

Last columns: bonded neighbours and bond lengths (Å).
Positions of all 139 atoms, in Å:
1 C -10.978 8.524 -9.475  O2 1.421, H9 1.090, H10 1.091, H11 1.091
2 O -11.731 9.484 -10.204  C1 1.421, P3 1.580
3 P -11.066 10.256 -11.411  O2 1.580, O4 1.491, O5 1.618, O7 1.590
4 O -12.036 10.782 -12.414  P3 1.491
5 O -10.207 11.380 -10.624  P3 1.618, C6 1.436
6 C -9.655 12.461 -11.391  O5 1.436, H12 1.085, H13 1.091, H14 1.095
7 O -9.907 9.292 -11.916  P3 1.590, C8 1.414
8 C -9.548 9.182 -13.279  O7 1.414, H15 1.093, H16 1.087, H17 1.094
9 H -9.895 8.646 -9.498  C1 1.090
10 H -11.132 7.462 -9.670  C1 1.091
11 H -11.330 8.634 -8.448  C1 1.091
12 H -8.710 12.873 -11.053  C6 1.085
13 H -10.454 13.195 -11.508  C6 1.091
14 H -9.554 12.148 -12.436  C6 1.095
15 H -10.124 9.901 -13.868  C8 1.093
16 H -9.532 8.198 -13.742  C8 1.087
17 H -8.562 9.621 -13.452  C8 1.094
18 C -10.663 5.604 -15.367  O19 1.417, H26 1.087, H27 1.093, H28 1.091
19 O -9.479 6.341 -15.618  C18 1.417, P20 1.589
20 P -7.971 5.999 -15.255  O19 1.589, O21 1.466, O22 1.655, O24 1.613
21 O -7.630 5.922 -13.831  P20 1.466
22 O -6.954 6.969 -16.129  P20 1.655, C23 1.404
23 C -6.862 8.308 -15.718  O22 1.404, H29 1.092, H30 1.090, H31 1.092
24 O -7.710 4.627 -16.062  P20 1.613, C25 1.481
25 C -7.929 4.731 -17.523  O24 1.481, H32 1.088, H33 1.090, H34 1.087
26 H -11.173 5.348 -16.291  C18 1.087
27 H -11.301 6.270 -14.781  C18 1.093
28 H -10.450 4.847 -14.610  C18 1.091
29 H -7.566 8.926 -16.279  C23 1.092
30 H -5.859 8.700 -15.892  C23 1.090
31 H -7.014 8.352 -14.637  C23 1.092
32 H -6.958 4.414 -17.898  C25 1.088
33 H -8.049 5.740 -17.918  C25 1.090
34 H -8.793 4.176 -17.882  C25 1.087
35 C -14.283 7.942 -12.542  C36 1.540, C41 1.574, H42 1.086, H43 1.091
36 C -14.892 9.189 -11.874  C35 1.540, C37 1.565, H44 1.088, H45 1.094
37 C -15.081 10.283 -12.978  C36 1.565, S38 1.833, H46 1.090, H47 1.090
38 S -15.773 9.434 -14.448  C37 1.833, O39 1.442, O40 1.454, C41 1.869
39 O -15.118 9.802 -15.678  S38 1.442
40 O -17.211 9.256 -14.328  S38 1.454
41 C -15.078 7.790 -13.892  C35 1.574, S38 1.869, H48 1.090, H49 1.090
42 H -14.317 7.032 -11.950  C35 1.086
43 H -13.308 8.290 -12.886  C35 1.091
44 H -14.384 9.553 -10.983  C36 1.088
45 H -15.946 8.996 -11.655  C36 1.094
46 H -14.123 10.750 -13.204  C37 1.090
47 H -15.762 11.084 -12.693  C37 1.090
48 H -14.405 7.373 -14.641  C41 1.090
49 H -15.944 7.129 -13.858  C41 1.090
50 C -7.284 13.442 -14.053  C51 1.535, C56 1.584, H57 1.091, H58 1.087
51 C -6.625 13.767 -15.401  C50 1.535, C52 1.476, H59 1.091, H60 1.090
52 C -6.834 15.216 -15.589  C51 1.476, S53 1.876, H61 1.091, H62 1.090
53 S -5.947 15.865 -14.069  C52 1.876, O54 1.446, O55 1.466, C56 1.846
54 O -6.509 17.037 -13.435  S53 1.446
55 O -4.512 15.566 -14.123  S53 1.466
56 C -6.689 14.515 -13.051  C50 1.584, S53 1.846, H63 1.090, H64 1.091
57 H -6.931 12.514 -13.602  C50 1.091
58 H -8.370 13.472 -14.015  C50 1.087
59 H -7.119 13.169 -16.168  C51 1.091
60 H -5.557 13.548 -15.417  C51 1.090
61 H -7.911 15.374 -15.667  C52 1.091
62 H -6.297 15.612 -16.450  C52 1.090
63 H -7.478 14.999 -12.475  C56 1.090
64 H -5.906 14.386 -12.302  C56 1.091
65 C -3.838 11.939 -8.034  C66 1.537, C71 1.528, H72 1.093, H73 1.090
66 C -5.012 11.365 -7.226  C65 1.537, C67 1.538, H74 1.091, H75 1.089
67 C -5.698 10.398 -8.206  C66 1.538, S68 1.805, H76 1.093, H77 1.092
68 S -5.474 10.924 -9.918  C67 1.805, O69 1.448, O70 1.457, C71 1.855
69 O -6.741 11.422 -10.413  S68 1.448
70 O -4.802 9.830 -10.607  S68 1.457
71 C -4.160 12.169 -9.510  C65 1.528, S68 1.855, H78 1.090, H79 1.086
72 H -3.077 11.156 -8.062  C65 1.093
73 H -3.299 12.834 -7.723  C65 1.090
74 H -5.754 12.086 -6.882  C66 1.091
75 H -4.624 10.922 -6.310  C66 1.089
76 H -6.771 10.222 -8.092  C67 1.093
77 H -5.435 9.341 -8.120  C67 1.092
78 H -4.629 13.147 -9.621  C71 1.090
79 H -3.295 11.972 -10.137  C71 1.086
80 C -8.778 2.928 -11.508  C81 1.577, C86 1.518, H87 1.092, H88 1.087
81 C -8.000 4.164 -10.914  C80 1.577, C82 1.560, H89 1.087, H90 1.089
82 C -8.824 5.435 -11.287  C81 1.560, S83 1.822, H91 1.093, H92 1.087
83 S -10.586 4.972 -11.305  C82 1.822, O84 1.456, O85 1.449, C86 1.818
84 O -11.287 5.450 -12.489  S83 1.456
85 O -11.290 5.121 -10.047  S83 1.449
86 C -10.266 3.210 -11.619  C80 1.518, S83 1.818, H93 1.091, H94 1.087
87 H -8.709 2.148 -10.747  C80 1.092
88 H -8.277 2.555 -12.398  C80 1.087
89 H -7.034 4.156 -11.413  C81 1.087
90 H -7.954 3.986 -9.841  C81 1.089
91 H -8.518 5.432 -12.337  C82 1.093
92 H -8.634 6.419 -10.866  C82 1.087
93 H -10.445 3.139 -12.693  C86 1.091
94 H -11.028 2.636 -11.097  C86 1.087
95 C -14.095 15.092 -9.592  C96 1.538, C101 1.544, H102 1.090, H103 1.092
96 C -13.504 13.859 -10.297  C95 1.538, C97 1.520, H104 1.093, H105 1.091
97 C -14.769 13.116 -10.697  C96 1.520, S98 1.848, H106 1.089, H107 1.085
98 S -15.942 14.424 -11.270  C97 1.848, O99 1.447, O100 1.474, C101 1.790
99 O -17.216 14.209 -10.618  S98 1.447
100 O -15.917 14.438 -12.743  S98 1.474
101 C -14.995 15.801 -10.628  C95 1.544, S98 1.790, H108 1.089, H109 1.091
102 H -13.337 15.721 -9.124  C95 1.090
103 H -14.732 14.750 -8.774  C95 1.092
104 H -12.871 13.399 -9.535  C96 1.093
105 H -12.764 14.132 -11.051  C96 1.091
106 H -15.098 12.767 -9.719  C97 1.089
107 H -14.611 12.369 -11.468  C97 1.085
108 H -15.575 16.603 -10.173  C101 1.089
109 H -14.574 16.212 -11.546  C101 1.091
110 C -12.593 12.149 -15.648  C111 1.540, C116 1.548, H117 1.089, H118 1.090
111 C -11.378 11.626 -16.437  C110 1.540, C112 1.534, H119 1.089, H120 1.095
112 C -10.958 12.709 -17.438  C111 1.534, S113 1.856, H121 1.088, H122 1.088
113 S -11.032 14.272 -16.441  C112 1.856, O114 1.448, O115 1.436, C116 1.875
114 O -11.809 15.295 -17.109  S113 1.448
115 O -9.733 14.621 -15.936  S113 1.436
116 C -12.207 13.566 -15.162  C110 1.548, S113 1.875, H123 1.088, H124 1.091
117 H -12.794 11.594 -14.733  C110 1.089
118 H -13.430 12.004 -16.331  C110 1.090
119 H -11.505 10.644 -16.891  C111 1.089
120 H -10.567 11.516 -15.710  C111 1.095
121 H -11.693 12.791 -18.236  C112 1.088
122 H -9.897 12.609 -17.656  C112 1.088
123 H -12.951 14.350 -15.045  C116 1.088
124 H -11.653 13.488 -14.225  C116 1.091
125 C -9.892 19.009 -12.970  C126 1.550, C131 1.562, H132 1.092, H133 1.088
126 C -11.206 19.352 -12.224  C125 1.550, C127 1.494, H134 1.090, H135 1.089
127 C -11.730 18.055 -11.700  C126 1.494, S128 1.790, H136 1.089, H137 1.090
128 S -11.164 16.706 -12.732  C127 1.790, O129 1.439, O130 1.442, C131 1.762
129 O -12.137 16.489 -13.770  S128 1.439
130 O -10.856 15.610 -11.845  S128 1.442
131 C -9.676 17.489 -13.259  C125 1.562, S128 1.762, H138 1.090, H139 1.093
132 H -9.091 19.237 -12.263  C125 1.092
133 H -9.653 19.529 -13.895  C125 1.088
134 H -11.898 19.860 -12.895  C126 1.090
135 H -11.004 20.052 -11.415  C126 1.089
136 H -12.820 18.053 -11.726  C127 1.089
137 H -11.324 17.808 -10.719  C127 1.090
138 H -9.241 17.289 -14.239  C131 1.090
139 H -8.930 16.927 -12.691  C131 1.093

The frontier orbital gap is 9.939 eV. The relative energy (zero: lowest compared OMol25 entry of this formula, charge and spin) comes out at 0.0 kcal/mol.



[2]
ORCA calculation (ωB97M-V with the def2-TZVPD basis set) on a 7-piece molecular cluster, C34H75F12N4O2P2 overall in a non-equilibrium geometry.

Last columns: bonded neighbours and bond lengths (Å).
Positions of all 129 atoms, in Å:
1 C 0.550 1.137 -1.336  C2 1.542, H5 1.090, H6 1.090, H7 1.090
2 C -0.279 0.649 -0.131  C1 1.542, O3 1.256, O4 1.258
3 O -1.258 1.402 0.101  C2 1.256
4 O -0.083 -0.532 0.253  C2 1.258
5 H 1.060 0.214 -1.613  C1 1.090
6 H 1.239 1.960 -1.148  C1 1.090
7 H -0.026 1.309 -2.245  C1 1.090
8 C -0.317 0.852 5.638  C9 1.624, H17 1.090, H18 1.090, H19 1.090
9 C -1.007 -0.385 4.843  C8 1.624, C10 1.610, H20 1.090, H21 1.090
10 C -1.867 -0.068 3.519  C9 1.610, N11 1.595, H22 1.090, H23 1.090
11 N -2.569 -1.395 2.980  C10 1.595, C12 1.561, C13 1.527, C16 1.477
12 C -3.690 -1.788 3.992  N11 1.561, H24 1.090, H25 1.090, H26 1.090
13 C -1.587 -2.551 2.802  N11 1.527, C14 1.492, H27 1.090, H28 1.090
14 C -2.070 -3.390 1.666  C13 1.492, C15 1.553, H29 1.090, H30 1.090
15 C -3.338 -2.694 1.100  C14 1.553, C16 1.541, H31 1.090, H32 1.090
16 C -3.197 -1.261 1.650  N11 1.477, C15 1.541, H33 1.090, H34 1.090
17 H 0.342 1.375 4.945  C8 1.090
18 H 0.256 0.344 6.414  C8 1.090
19 H -1.058 1.510 6.092  C8 1.090
20 H -1.632 -0.786 5.642  C9 1.090
21 H -0.281 -1.149 4.562  C9 1.090
22 H -1.234 0.181 2.668  C10 1.090
23 H -2.698 0.629 3.627  C10 1.090
24 H -3.342 -1.730 5.023  C12 1.090
25 H -4.050 -2.788 3.750  C12 1.090
26 H -4.646 -1.270 3.913  C12 1.090
27 H -1.303 -3.117 3.689  C13 1.090
28 H -0.591 -2.227 2.503  C13 1.090
29 H -2.266 -4.438 1.893  C14 1.090
30 H -1.283 -3.610 0.945  C14 1.090
31 H -4.157 -3.317 1.460  C15 1.090
32 H -3.389 -2.675 0.011  C15 1.090
33 H -4.136 -0.710 1.702  C16 1.090
34 H -2.526 -0.576 1.130  C16 1.090
35 C 2.782 -3.429 -3.130  C36 1.536, H44 1.090, H45 1.090, H46 1.090
36 C 3.303 -3.496 -1.687  C35 1.536, C37 1.601, H47 1.090, H48 1.090
37 C 2.659 -2.418 -0.695  C36 1.601, N38 1.613, H49 1.090, H50 1.090
38 N 2.979 -2.637 0.870  C37 1.613, C39 1.552, C40 1.564, C43 1.521
39 C 2.136 -3.843 1.366  N38 1.552, H51 1.090, H52 1.090, H53 1.090
40 C 2.761 -1.320 1.685  N38 1.564, C41 1.564, H54 1.090, H55 1.090
41 C 3.810 -1.296 2.846  C40 1.564, C42 1.519, H56 1.090, H57 1.090
42 C 4.704 -2.503 2.618  C41 1.519, C43 1.569, H58 1.090, H59 1.090
43 C 4.439 -2.962 1.141  N38 1.521, C42 1.569, H60 1.090, H61 1.090
44 H 3.265 -4.234 -3.684  C35 1.090
45 H 3.083 -2.532 -3.670  C35 1.090
46 H 1.696 -3.523 -3.112  C35 1.090
47 H 4.383 -3.355 -1.723  C36 1.090
48 H 3.097 -4.528 -1.403  C36 1.090
49 H 1.585 -2.252 -0.782  C37 1.090
50 H 3.079 -1.423 -0.841  C37 1.090
51 H 1.140 -3.407 1.278  C39 1.090
52 H 2.529 -4.029 2.365  C39 1.090
53 H 2.385 -4.643 0.669  C39 1.090
54 H 1.745 -1.408 2.068  C40 1.090
55 H 2.902 -0.390 1.136  C40 1.090
56 H 3.454 -1.205 3.872  C41 1.090
57 H 4.433 -0.405 2.779  C41 1.090
58 H 4.618 -3.434 3.178  C42 1.090
59 H 5.777 -2.394 2.775  C42 1.090
60 H 4.678 -4.026 1.138  C43 1.090
61 H 5.054 -2.436 0.411  C43 1.090
62 C -4.864 -5.368 -2.007  C63 1.541, H71 1.090, H72 1.090, H73 1.090
63 C -4.843 -3.894 -2.456  C62 1.541, C64 1.598, H74 1.090, H75 1.090
64 C -3.753 -3.542 -3.571  C63 1.598, N65 1.579, H76 1.090, H77 1.090
65 N -3.881 -2.045 -4.059  C64 1.579, C66 1.520, C67 1.567, C70 1.551
66 C -5.215 -1.900 -4.772  N65 1.520, H78 1.090, H79 1.090, H80 1.090
67 C -2.718 -1.650 -5.032  N65 1.567, C68 1.519, H81 1.090, H82 1.090
68 C -1.547 -1.251 -4.150  C67 1.519, C69 1.481, H83 1.090, H84 1.090
69 C -2.138 -0.851 -2.853  C68 1.481, C70 1.600, H85 1.090, H86 1.090
70 C -3.728 -0.906 -3.017  N65 1.551, C69 1.600, H87 1.090, H88 1.090
71 H -5.450 -5.528 -1.102  C62 1.090
72 H -3.906 -5.750 -1.653  C62 1.090
73 H -5.446 -6.004 -2.673  C62 1.090
74 H -4.648 -3.322 -1.549  C63 1.090
75 H -5.824 -3.551 -2.783  C63 1.090
76 H -3.849 -4.159 -4.465  C64 1.090
77 H -2.744 -3.563 -3.160  C64 1.090
78 H -5.248 -1.032 -5.431  C66 1.090
79 H -6.003 -1.789 -4.027  C66 1.090
80 H -5.268 -2.709 -5.500  C66 1.090
81 H -2.996 -0.871 -5.742  C67 1.090
82 H -2.573 -2.608 -5.532  C67 1.090
83 H -0.984 -0.475 -4.669  C68 1.090
84 H -0.701 -1.926 -4.024  C68 1.090
85 H -1.737 0.075 -2.439  C69 1.090
86 H -1.776 -1.581 -2.129  C69 1.090
87 H -4.206 -0.024 -3.443  C70 1.090
88 H -4.276 -1.158 -2.109  C70 1.090
89 C -1.601 4.948 3.555  C90 1.564, H98 1.090, H99 1.090, H100 1.090
90 C -0.509 4.488 2.534  C89 1.564, C91 1.574, H101 1.090, H102 1.090
91 C 0.895 5.123 2.854  C90 1.574, N92 1.552, H103 1.090, H104 1.090
92 N 1.993 4.560 1.912  C91 1.552, C93 1.633, C94 1.544, C97 1.577
93 C 2.081 2.941 2.098  N92 1.633, H105 1.090, H106 1.090, H107 1.090
94 C 3.316 5.163 2.429  N92 1.544, C95 1.566, H108 1.090, H109 1.090
95 C 3.647 6.410 1.540  C94 1.566, C96 1.529, H110 1.090, H111 1.090
96 C 3.155 5.932 0.173  C95 1.529, C97 1.515, H112 1.090, H113 1.090
97 C 1.851 5.229 0.491  N92 1.577, C96 1.515, H114 1.090, H115 1.090
98 H -2.301 5.535 2.961  C89 1.090
99 H -1.286 5.578 4.387  C89 1.090
100 H -1.999 4.104 4.117  C89 1.090
101 H -0.826 4.747 1.524  C90 1.090
102 H -0.532 3.399 2.558  C90 1.090
103 H 1.173 4.817 3.863  C91 1.090
104 H 0.977 6.202 2.727  C91 1.090
105 H 2.910 2.706 1.429  C93 1.090
106 H 1.231 2.447 1.627  C93 1.090
107 H 2.216 2.703 3.153  C93 1.090
108 H 4.064 4.374 2.347  C94 1.090
109 H 3.252 5.313 3.507  C94 1.090
110 H 4.715 6.478 1.335  C95 1.090
111 H 3.352 7.408 1.862  C95 1.090
112 H 3.871 5.325 -0.381  C96 1.090
113 H 2.673 6.710 -0.419  C96 1.090
114 H 1.576 4.382 -0.138  C97 1.090
115 H 1.004 5.913 0.450  C97 1.090
116 P 5.512 2.545 -1.874  F117 1.665, F118 1.538, F119 1.572, F120 1.648, F121 1.614, F122 1.573
117 F 5.198 1.301 -0.814  P116 1.665
118 F 3.990 2.674 -2.052  P116 1.538
119 F 5.362 3.631 -0.747  P116 1.572
120 F 5.566 3.783 -2.960  P116 1.648
121 F 7.121 2.556 -1.742  P116 1.614
122 F 5.813 1.460 -2.972  P116 1.573
123 P -1.576 2.980 -5.841  F124 1.638, F125 1.688, F126 1.635, F127 1.633, F128 1.576, F129 1.597
124 F -2.916 2.037 -5.845  P123 1.638
125 F -0.723 1.832 -4.946  P123 1.688
126 F -0.913 2.325 -7.185  P123 1.635
127 F -0.355 4.055 -5.709  P123 1.633
128 F -2.503 4.091 -6.465  P123 1.576
129 F -2.191 3.603 -4.505  P123 1.597

The frontier orbital gap is 7.764 eV. Its net charge is +1.



- Which value of frontier orbital gap does entry 2 give?
  7.764 eV